Version 1
Molecular formula: C4H10N2
Method: DFT, the ωB97M-V functional and the def2-TZVPD basis

Its net charge is 0. For the lowest unoccupied orbital energy, the calculation gives 0.90 eV.

XYZ file:
```
16
C4H10N2 | the Open Molecules 2025 dataset | the ωB97M-V functional and the def2-TZVPD basis
C 2.3817 -0.5962 -0.5159
N 1.4368 -1.0203 0.2129
C 0.5592 -0.0715 0.9276
C -0.1875 0.8366 -0.1145
C -1.4129 0.1246 -0.7716
N -2.3757 -0.3545 0.2238
H 3.2097 -1.2988 -0.5927
H 2.5206 0.4187 -0.9363
H 1.0860 0.5429 1.6643
H -0.1079 -0.6255 1.6031
H -0.4893 1.7990 0.3464
H 0.6162 0.9995 -0.8321
H -1.7721 0.8546 -1.5014
H -1.0185 -0.7673 -1.2826
H -2.4439 0.3609 0.9445
H -2.0026 -1.2025 0.6246
```

Atom-resolved charges from natural (NBO), all expressed in e: -0.059 -0.403 -0.264 -0.423 -0.221 -0.823 0.178 0.141 0.203 0.190 0.198 0.200 0.188 0.192 0.346 0.357

Version 2
Molecular formula: C4H10N2
Method: DFT, the ωB97M-V functional and the def2-TZVPD basis

Its net charge is 0. For the lowest unoccupied orbital energy, the calculation gives 0.96 eV.

XYZ file:
```
16
C4H10N2 | the Open Molecules 2025 dataset | the ωB97M-V functional and the def2-TZVPD basis
H -2.4903 -0.2638 2.3316
N -2.8958 0.3938 1.6650
C -2.1871 0.4782 0.6039
N -0.8458 0.2770 0.4971
C -0.1363 0.5315 -0.7374
C 1.0203 -0.4364 -0.9944
C 2.0645 -0.5878 0.1077
H -2.7395 0.4680 -0.3387
H -0.3783 0.2029 1.3871
H -0.8479 0.5268 -1.5620
H 0.2782 1.5462 -0.7878
H 1.5137 0.0620 -1.8409
H 0.6821 -1.3519 -1.4780
H 2.1345 0.2719 0.7765
H 3.0263 -0.6968 -0.3860
H 1.8013 -1.4217 0.7563
```

Atom-resolved charges from natural (NBO), all expressed in e: 0.332 -0.761 0.308 -0.624 -0.203 -0.405 -0.621 0.161 0.390 0.206 0.175 0.198 0.209 0.205 0.221 0.211

Version 3
Molecular formula: C4H10N2
Method: DFT, the ωB97M-V functional and the def2-TZVPD basis

Its net charge is 0. For the lowest unoccupied orbital energy, the calculation gives 0.91 eV.

XYZ file:
```
16
C4H10N2 | the Open Molecules 2025 dataset | the ωB97M-V functional and the def2-TZVPD basis
C 0.5307 0.3519 -0.1072
C 0.4545 0.7275 1.3550
C 1.9337 0.1596 -0.6332
C -1.2752 -1.1141 -0.4751
N -2.2667 -0.2126 -0.4445
N -0.1156 -1.3861 -0.2698
H 0.0004 1.0867 -0.7245
H -2.7746 0.1098 -1.2537
H -2.8944 -0.1537 0.3515
H -1.7838 -2.4039 -0.6906
H 2.4392 -0.6189 -0.0642
H -0.5727 0.8805 1.6849
H 0.9196 -0.0470 1.9644
H 0.9914 1.6646 1.5389
H 2.5011 1.0924 -0.5512
H 1.9125 -0.1369 -1.6809
```

Atom-resolved charges from natural (NBO), all expressed in e: -0.057 -0.643 -0.632 0.331 -0.914 -0.355 0.194 0.404 0.404 -0.005 0.215 0.211 0.216 0.211 0.203 0.217

It turns out version 2 is the most stable, with the second structure 0.622 eV higher.